Record 1
ORCA calculation (ωB97M-V/def2-TZVPD) on a molecular structure, C13H28MnN6O6S.

Results
* frontier orbital gap (spin up / spin down): 4.289 / 4.479 eV
* calculated total energy: -2840.77974 a.u.
* HOMO (spin up / spin down): -10.222 / -10.379 eV
* net charge: +1
* multiplicity: 5

XYZ file:
```
55
Properties=species:S:1:pos:R:3:forces:R:3:mulliken_spin:R:1
O -1.433517 -0.576425 -4.773490 1.384 -0.503 2.093 -0.0029
H -1.214903 -0.245961 -5.637108 -0.328 0.053 -1.090 -0.0025
Mn 0.156919 0.338008 -1.251060 -0.645 -2.184 1.635 3.9074
N 1.611622 -0.726494 -1.676250 1.526 -4.117 -1.253 -0.2557
N -0.449534 -1.497932 -0.686306 0.932 -3.192 -0.184 0.1178
N 1.158042 1.896084 -1.036914 -0.077 3.987 2.285 -0.0019
N -1.021129 1.249043 -0.139724 -0.662 3.633 1.886 -0.1879
O 2.561906 -0.231181 -2.505081 0.028 1.338 0.150 -0.0258
O 2.278690 2.122221 -1.587991 0.392 -0.611 -0.496 0.1043
O -2.134748 0.722222 0.400615 -0.826 -0.255 -0.063 -0.0217
O -1.456553 -1.743102 0.113176 0.317 0.268 -0.831 0.0991
C 0.353834 -2.563261 -1.078440 -2.602 2.054 1.401 -0.0705
C 1.537055 -2.091200 -1.670227 1.008 3.718 -0.615 0.0621
C 0.621714 2.824079 -0.190905 1.857 -1.161 -2.037 -0.0659
C -0.688862 2.517331 0.214710 -0.973 -2.918 -0.082 0.1047
C 2.704337 -2.787941 -2.257516 0.193 -0.399 -0.086 -0.0027
H 2.654662 -2.789927 -3.370021 0.073 0.019 0.710 0.0075
H 2.744732 -3.813006 -1.885388 0.109 0.039 -0.187 0.0026
H 3.613062 -2.230327 -1.945242 -0.525 -0.483 -0.324 0.0036
C -0.032838 -3.967644 -0.772170 0.194 -0.117 0.025 0.0090
H -1.060172 -4.176194 -1.085901 0.082 0.190 0.083 -0.0050
H 0.024875 -4.184956 0.301167 0.007 0.116 -0.134 -0.0076
H 0.623962 -4.661085 -1.299832 -0.007 0.046 0.089 0.0003
C 1.461458 3.951422 0.245868 -0.036 0.577 -0.164 0.0015
C -1.544283 3.420671 1.024594 -0.371 0.198 0.254 -0.0069
H 2.318936 3.995185 -0.422597 0.018 0.162 0.156 -0.0008
H 1.811955 3.811204 1.269020 0.045 -0.132 0.051 -0.0036
H 0.929685 4.900139 0.216971 -0.050 0.097 -0.045 -0.0007
H -2.487204 2.961822 1.297810 -0.019 -0.253 -0.039 -0.0011
H -1.793515 4.341401 0.487777 0.211 -0.142 -0.198 0.0079
H -1.061457 3.753083 1.946248 0.234 -0.168 -0.075 0.0077
H 2.506667 0.803014 -2.275397 0.783 -0.742 -0.010 -0.0009
H -1.993958 -0.276267 0.273337 -0.253 -0.088 0.276 0.0052
C -3.326285 -1.322298 -4.430801 -0.310 0.891 0.012 0.0065
H -3.007975 -2.193763 -4.981375 -0.275 0.203 -0.510 0.0017
H -3.113893 -0.285126 -4.710770 -1.898 -0.603 -0.811 0.0012
H -3.995728 -1.513701 -3.553864 1.568 0.174 0.051 0.0009
O -0.118693 0.663185 -3.051111 0.036 0.203 -3.518 0.1111
H -0.837999 -0.009815 -4.078432 -0.124 -0.057 0.750 0.0112
H 0.754868 0.753474 -3.510061 -0.947 0.012 0.553 -0.0010
S 1.874666 -0.320804 1.197766 -0.373 -0.265 0.681 0.0723
C 0.938961 -0.365633 2.637033 -0.580 0.322 0.231 0.0042
N -0.272448 -0.948433 2.736108 0.530 -0.025 -0.691 0.0073
C -1.120792 -0.874130 3.914383 0.108 -0.122 0.342 0.0002
C -0.859851 0.432755 4.668523 -0.409 0.106 -0.348 -0.0004
C 0.607669 0.658797 4.920356 0.794 -0.434 -0.271 0.0011
N 1.384069 0.280203 3.727834 0.505 0.322 -0.090 0.0051
H -0.606790 -1.444563 1.909203 0.051 0.270 0.244 -0.0002
H -0.921684 -1.731325 4.581740 -0.094 0.214 -0.218 0.0009
H -2.168535 -0.933471 3.580889 0.387 0.032 0.173 -0.0002
H -1.377444 0.410005 5.621570 -0.189 0.070 0.067 0.0001
H -1.251804 1.265337 4.077768 -0.077 -0.058 0.027 0.0002
H 0.960166 0.046782 5.756457 -0.081 0.149 0.056 0.0002
H 0.844602 1.713609 5.126353 -0.235 -0.357 0.083 -0.0001
H 2.313507 0.674894 3.616699 -0.400 -0.080 0.008 0.0009
```
Forces are in eV/Å.

Record 2
ORCA calculation (ωB97M-V/def2-TZVPD) on 2 unconnected molecules or ions with the total composition C13H28N2O3P.

Results
* frontier orbital gap: 5.864 eV
* calculated total energy: -1188.67728 a.u.
* HOMO: -3.007 eV
* net charge: -1

XYZ file:
```
47
Properties=species:S:1:pos:R:3:forces:R:3:nbo_charge:R:1
C -0.502957 4.293341 0.732907 -0.533 -0.311 -0.188 -0.6109
C -0.824532 3.422342 -0.499559 0.275 -0.326 0.246 -0.7297
P -2.558405 2.784720 -0.484168 -0.639 0.868 0.126 0.7666
C -2.942247 2.526170 -2.283187 0.640 -0.158 0.576 -0.9261
C -2.603687 1.083766 0.279378 -0.085 0.585 0.069 -0.3327
C -1.259494 0.273707 0.413046 -1.962 0.206 0.155 -0.4450
C -1.289222 -0.097817 1.909175 1.342 -0.521 -0.297 -0.3431
C 0.003308 -0.498879 2.623400 0.112 1.136 -0.320 -0.4292
C 1.291076 0.036304 1.998090 0.469 -0.441 0.384 0.1009
O 1.225251 1.413163 1.677243 -0.217 0.440 -0.068 -0.7248
C 1.810157 -0.795552 0.797553 -0.411 0.970 -0.499 -0.2426
N 1.540654 -0.199852 -0.501705 -0.241 0.371 -0.048 -0.8757
C -2.046588 1.080772 2.489526 -1.240 -3.113 -2.469 0.7288
O -1.725530 1.795073 3.346775 0.823 2.164 2.517 -0.5300
N -3.226837 1.210567 1.656344 0.421 0.673 -0.554 -0.6873
H -1.351068 4.341643 1.407818 -0.181 0.011 0.184 0.2126
H 0.332598 3.901530 1.293742 0.338 -0.002 0.035 0.2114
H -0.309011 5.303397 0.405309 0.279 0.368 0.102 0.1987
H -0.744307 4.046471 -1.380759 -0.128 0.069 -0.362 0.2190
H -0.054040 2.659814 -0.603677 -0.025 -0.204 -0.104 0.2478
H -2.733037 3.472673 -2.764378 0.186 0.237 -0.172 0.2243
H -2.357306 1.742038 -2.752471 -0.003 -0.157 -0.212 0.2240
H -4.001906 2.366155 -2.404708 -0.335 -0.315 0.027 0.2236
H -3.375264 0.581702 -0.293638 0.135 -0.294 -0.430 0.2113
H -0.425781 0.863466 0.082895 0.415 -0.188 0.070 0.2701
H -1.424351 -0.610067 -0.181370 0.690 -0.316 -0.379 0.2343
H -1.893960 -0.998719 1.916625 -0.680 0.115 0.421 0.2231
H 0.084549 -1.574111 2.708596 0.011 -0.277 0.015 0.2159
H -0.044784 -0.081296 3.628134 -0.130 -0.089 0.299 0.2057
H 2.064874 -0.066527 2.767023 0.046 -0.195 0.183 0.1442
H 0.906234 1.894967 2.452154 0.025 -0.191 -0.038 0.4663
H 1.336649 -1.773326 0.842602 0.282 -0.336 0.109 0.2021
H 2.884676 -0.855798 0.910129 0.255 -0.401 0.134 0.1820
H 2.381396 -0.113383 -1.050356 -0.006 -0.168 -0.017 0.3590
H 0.892031 -0.779523 -1.030446 0.335 -0.440 -0.232 0.4196
H -3.751249 0.346329 1.715327 -0.129 -0.026 0.574 0.3624
C 2.970095 -3.248107 -2.796782 0.715 -0.214 0.275 -0.6268
C 1.975112 -3.414920 -1.627796 -0.794 -0.421 -1.259 0.1225
C 1.730182 -4.923075 -1.408925 0.648 -0.288 0.353 -0.6247
O 0.803634 -2.812553 -1.948624 -0.056 0.640 0.767 -0.9769
H 2.565887 -3.672161 -3.719024 -0.184 0.029 0.058 0.1874
H 3.187364 -2.190916 -2.969393 -0.129 0.029 0.018 0.1866
H 3.928624 -3.752660 -2.588100 0.005 0.041 -0.052 0.1588
H 2.518425 -3.057624 -0.714822 -0.141 0.202 0.089 0.0628
H 1.296745 -5.383051 -2.300134 -0.074 0.172 -0.058 0.1870
H 1.047991 -5.084050 -0.570569 -0.074 0.105 -0.042 0.1884
H 2.668052 -5.456145 -1.179199 -0.050 -0.039 0.012 0.1584
```
Forces are in eV/Å.

Record 3
ORCA calculation (ωB97M-V/def2-TZVPD) on 3 unconnected molecules or ions with the total composition C13H28N4O5.

Results
* frontier orbital gap: 9.898 eV
* SMILES: CC(=O)NCCCCOC(N)=O.CNC(C)=O.CNC(C)=O
* calculated total energy: -1107.34226 a.u.
* HOMO: -9.358 eV

XYZ file:
```
50
Properties=species:S:1:pos:R:3:forces:R:3:nbo_charge:R:1
C 3.476337 -0.095396 2.960867 -0.164 -0.187 -0.517 -0.7286
C 2.938910 0.061672 1.455120 -1.098 -2.781 0.123 0.7165
O 2.381261 -0.939035 0.937264 2.027 3.500 1.066 -0.5573
N 3.173326 1.335941 0.762840 -0.505 -0.904 0.050 -0.7084
C 1.936982 2.161783 0.628302 -0.222 1.429 -0.071 -0.2222
C 1.369588 2.754086 2.010510 -1.038 0.489 -0.306 -0.4249
C -0.084544 2.153050 2.418522 0.623 0.267 0.879 -0.4363
C 0.017106 0.864434 3.380111 0.784 1.282 0.687 -0.0837
O -0.011755 -0.386386 2.654856 -1.843 0.244 -1.120 -0.5383
C -1.317408 -0.741003 2.255724 -2.002 -0.123 1.185 0.8945
N -1.478824 -1.152010 0.857743 0.305 1.274 2.407 -0.8434
O -2.251815 -0.740328 3.087494 2.704 -0.157 -2.756 -0.6182
H 3.341604 0.841502 3.587456 0.300 -1.071 -0.946 0.2231
H 2.922580 -0.971353 3.456398 0.841 1.343 -0.905 0.2458
H 4.596110 -0.351506 2.898180 -1.642 0.486 0.094 0.2447
H 3.534839 1.137972 -0.189560 -0.477 -0.055 0.814 0.3889
H 1.092785 1.645281 0.058241 1.032 0.394 0.798 0.1771
H 2.236583 3.073943 -0.007747 -0.350 -1.495 0.871 0.2117
H 2.116697 2.702217 2.876822 -1.011 -0.127 -1.313 0.2158
H 1.173067 3.875177 1.832132 0.444 -1.656 0.245 0.2195
H -0.636050 2.953832 3.031500 0.759 -1.113 -0.998 0.2195
H -0.676629 1.972056 1.465436 0.582 0.054 1.270 0.2135
H -0.730449 0.905952 4.244097 0.726 -0.290 -1.502 0.2127
H 1.053080 0.927197 3.875848 -1.540 -0.384 -0.789 0.1888
H -1.066761 -0.454090 0.225835 -0.068 -0.647 0.350 0.3934
H -2.479989 -1.297827 0.660939 0.795 0.260 0.273 0.3975
C -6.969058 -1.599535 -1.723962 0.261 -0.020 -0.446 -0.4121
N -5.872342 -0.657084 -1.787088 0.056 0.229 0.384 -0.6168
C -5.475873 0.241629 -0.844524 0.425 0.237 -0.325 0.6730
C -6.246786 0.299934 0.446848 -0.006 0.083 0.143 -0.7225
O -4.516971 0.971037 -1.063528 -0.114 -0.146 0.142 -0.6390
H -6.564452 -2.606758 -1.845965 -0.266 -0.082 0.085 0.1982
H -7.651713 -1.388421 -2.550047 -0.177 -0.180 0.141 0.1985
H -7.510660 -1.539023 -0.782675 0.121 0.064 -0.074 0.2139
H -5.306430 -0.635202 -2.623408 -0.083 -0.007 0.077 0.4012
H -5.810818 1.062278 1.092440 0.038 -0.094 -0.186 0.2495
H -7.287734 0.566337 0.252098 -0.011 -0.161 0.094 0.2269
H -6.191678 -0.661336 0.962118 -0.180 0.041 -0.001 0.2293
C 2.795918 -1.844763 -2.660610 -0.415 0.383 0.056 -0.4213
N 3.286430 -0.705283 -3.408437 0.463 -0.046 -0.114 -0.6187
C 4.506353 -0.536560 -3.987809 -0.165 0.586 -0.243 0.6704
C 5.508652 -1.652429 -3.861293 0.172 -0.060 -0.043 -0.7202
O 4.758989 0.499320 -4.588378 0.064 -0.209 0.102 -0.6337
H 1.905515 -2.227799 -3.164632 0.044 -0.234 0.157 0.1941
H 2.519590 -1.506406 -1.659327 -0.015 -0.316 0.073 0.2206
H 3.536533 -2.637518 -2.582190 -0.015 0.144 -0.067 0.2105
H 2.670769 0.084966 -3.536571 0.050 -0.101 0.002 0.3991
H 6.428727 -1.369706 -4.372877 -0.195 0.088 0.036 0.2450
H 5.739815 -1.833426 -2.809491 -0.057 -0.176 -0.064 0.2260
H 5.120595 -2.561411 -4.325620 0.044 -0.054 0.181 0.2264
```
Forces are in eV/Å.

Record 4
ORCA calculation (ωB97M-V/def2-TZVPD) on 2 unconnected molecules or ions with the total composition C13H28N4O7P.

Results
* frontier orbital gap: 7.797 eV
* calculated total energy: -1599.00045 a.u.
* HOMO: -11.154 eV
* net charge: +1

XYZ file:
```
53
Properties=species:S:1:pos:R:3:forces:R:3:nbo_charge:R:1
C 6.010742 -1.621337 -2.059058 -0.356 0.171 -0.464 -0.7345
C 5.113330 -2.687646 -2.581292 0.194 -2.098 0.930 0.7908
O 5.027224 -3.781312 -2.083807 -0.147 1.219 -0.767 -0.4981
O 4.337118 -2.366016 -3.708401 -0.234 0.625 0.359 -0.5128
C 3.153928 -1.736608 -3.463593 -0.153 1.284 -1.583 0.7801
O 2.746195 -0.848375 -4.175285 0.518 -1.484 1.002 -0.5008
C 2.347408 -2.314270 -2.315518 -0.314 0.588 0.147 -0.3629
N 1.155461 -1.509214 -2.078379 -0.129 -0.761 -0.021 -0.3253
C -0.131579 -2.152754 -2.355316 -0.027 -0.608 0.163 -0.2197
C -0.436929 -3.232515 -1.328174 -0.219 0.431 -0.356 -0.5273
C -1.709268 -3.981957 -1.615137 -0.719 -0.586 1.715 0.7826
O -2.311917 -4.554049 -0.731078 0.575 0.439 -1.242 -0.5464
O -2.070468 -3.975870 -2.904017 0.506 -0.141 -0.081 -0.6848
C 1.249535 -0.290817 -1.652568 -0.591 0.409 -0.064 0.7241
N 2.461089 0.273362 -1.436708 -0.324 -0.025 0.453 -0.7765
N 0.089388 0.449360 -1.445753 1.029 -0.080 0.318 -0.9228
P -0.441073 0.591196 0.280024 -0.285 0.737 0.534 1.2622
C 0.589120 -0.565958 1.247502 -0.370 -0.163 -0.586 -1.0145
O -1.830454 -0.268383 0.254974 0.533 -0.297 -0.302 -0.9733
H 6.137839 -0.813580 -2.756536 0.120 0.307 -0.276 0.2497
H 6.951083 -2.058555 -1.784516 0.452 -0.219 0.088 0.2764
H 5.566718 -1.239615 -1.150878 -0.153 0.187 0.389 0.2320
H 2.897776 -2.422097 -1.390783 0.383 -0.130 0.163 0.2408
H 2.038802 -3.302630 -2.605822 -0.072 -0.469 -0.082 0.2782
H -0.086831 -2.601599 -3.333313 0.209 -0.043 -0.478 0.2420
H -0.919662 -1.425054 -2.381522 -0.104 0.437 -0.001 0.2427
H 0.336288 -3.986039 -1.297230 0.378 -0.297 -0.016 0.2405
H -0.516728 -2.815598 -0.337661 -0.152 0.060 0.321 0.2431
H -2.653855 -4.733563 -3.022039 -0.579 -0.036 -0.153 0.5169
H 2.391156 1.198593 -1.047385 0.216 0.193 0.082 0.4140
H 3.104813 -0.304732 -0.918262 0.437 -0.037 -0.277 0.4070
H 0.330009 1.401784 -1.692058 -0.371 0.313 -0.169 0.4126
H 0.213433 -0.486901 2.256870 -0.200 0.108 0.403 0.2881
H 0.474455 -1.600494 0.952391 0.068 -0.263 -0.107 0.2343
H 1.627384 -0.284262 1.272312 0.451 0.221 -0.001 0.2338
H -2.163386 -0.264479 -0.648326 -0.556 0.014 -0.035 0.5076
C -2.530868 3.339301 4.743355 0.112 0.034 0.084 -0.6152
C -2.129564 2.847065 3.357347 -0.230 0.035 0.105 -0.0784
C -2.352321 3.876791 2.240316 0.171 -0.036 -0.111 -0.0718
O -3.694109 4.025309 1.831957 -0.018 0.063 0.055 -0.5501
C -4.483416 4.888987 2.634112 -0.119 -0.072 -0.106 -0.2502
N -2.816928 1.580261 3.083471 0.181 0.077 -0.108 -0.8231
H -3.611098 3.334488 4.880507 -0.035 0.010 -0.060 0.2081
H -2.108457 2.689872 5.509055 -0.023 -0.045 -0.016 0.2221
H -2.166718 4.352144 4.924013 -0.017 0.007 -0.012 0.2076
H -1.052841 2.644166 3.383571 0.022 0.016 -0.070 0.1757
H -1.819062 3.526952 1.350740 -0.028 -0.017 -0.022 0.1714
H -1.923395 4.851230 2.508870 -0.025 -0.005 0.092 0.1674
H -3.896057 5.726305 3.020018 0.033 -0.021 0.041 0.1715
H -4.947031 4.350627 3.463180 0.050 0.067 0.080 0.1690
H -5.278964 5.284271 2.004531 0.024 -0.011 -0.041 0.1953
H -2.476117 1.197175 2.207817 -0.044 -0.049 -0.014 0.3380
H -3.791198 1.797035 2.893481 -0.066 -0.058 0.096 0.3626
```
Forces are in eV/Å.